Density functional theory data (the ωB97M-V functional and the def2-TZVPD basis) for the molecule C23H26N4O2.

The geometry in XYZ format:
```
55
C23H26N4O2 the ωB97M-V functional and the def2-TZVPD basis
C -4.31 -2.94 0.22
H -4.98 -3.39 -0.50
H -3.98 -3.71 0.92
C -3.11 -2.32 -0.50
N -2.18 -1.80 0.49
C -0.85 -1.84 0.32
O -0.32 -2.33 -0.66
C -0.03 -1.27 1.47
H -0.34 -1.75 2.40
H 1.01 -1.56 1.28
C -0.12 0.27 1.65
N -0.81 0.95 0.59
C -0.19 1.44 -0.52
N -1.00 2.06 -1.33
C -2.23 2.00 -0.73
C -3.46 2.51 -1.14
C -4.54 2.33 -0.31
C -4.42 1.67 0.92
C -3.21 1.15 1.35
C -2.13 1.31 0.50
H -3.13 0.67 2.31
H -5.29 1.57 1.55
H -5.51 2.72 -0.60
H -3.55 3.03 -2.08
C 1.28 1.30 -0.67
N 1.90 1.25 0.64
C 1.31 0.81 1.77
O 1.86 0.81 2.86
C 3.26 1.77 0.74
C 4.29 0.80 0.21
C 5.09 1.12 -0.87
C 6.02 0.22 -1.35
C 6.14 -1.03 -0.76
C 5.35 -1.36 0.33
C 4.43 -0.45 0.81
H 3.81 -0.69 1.66
H 5.45 -2.32 0.80
H 6.86 -1.74 -1.14
H 6.64 0.48 -2.20
H 4.99 2.09 -1.34
H 3.32 2.72 0.20
H 3.45 1.95 1.80
C 1.62 0.08 -1.55
H 2.70 -0.02 -1.64
H 1.19 0.24 -2.53
H 1.22 -0.84 -1.14
H 1.65 2.19 -1.18
H -0.62 0.50 2.59
H -2.58 -1.31 1.27
C -3.55 -1.23 -1.47
H -4.18 -1.65 -2.25
H -2.68 -0.77 -1.94
H -4.11 -0.45 -0.95
H -2.56 -3.09 -1.05
H -4.85 -2.18 0.77
```

Results
- Energy above the lowest of the compared OMol25 structures with the same formula, charge and spin: 15.3 kJ/mol
- Electronic energy: -1261.6277 Eh
- Frontier orbital gap: 9.366 eV
- Lowest unoccupied orbital energy: 0.624 eV
- SMILES: CC(C)NC(=O)C[C@H]1C(=O)N(Cc2ccccc2)[C@@H](C)c2nc3ccccc3n21